{"formula": "C20H30Br2Cl2F3Li2N4O7PS", "method": "ωB97M-V with the def2-TZVPD basis set", "elements": ["C", "C", "F", "C", "N", "P", "O", "Br", "S", "O", "O", "F", "H", "H", "H", "H", "H", "H", "H", "Li", "Br", "F", "Li", "Cl", "C", "C", "Cl", "H", "H", "H", "H", "O", "H", "H", "N", "C", "C", "C", "C", "C", "H", "H", "H", "H", "H", "C", "C", "C", "C", "N", "H", "H", "H", "H", "H", "H", "H", "N", "C", "C", "C", "C", "C", "H", "H", "H", "H", "H", "C", "O", "O", "O"], "coordinates": [[3.222, -2.390, -0.172], [1.737, -2.373, -0.879], [1.390, -3.684, -1.527], [0.530, -1.896, 0.122], [-0.779, -2.281, -0.529], [-1.478, -3.779, 0.136], [-1.965, -4.706, -1.300], [0.055, -5.101, 1.161], [-1.922, -0.962, -0.587], [-1.304, 0.185, -1.479], [-3.176, -1.457, -1.366], [-2.356, -0.417, 0.995], [3.035, -2.323, 0.996], [3.799, -1.432, -0.542], [3.753, -3.393, -0.473], [1.774, -1.592, -1.781], [0.558, -0.702, 0.128], [0.648, -2.222, 1.240], [-1.339, -5.513, -1.316], [5.024, -3.125, 0.721], [-0.976, 2.005, -0.959], [3.224, -1.909, -3.016], [2.624, -0.218, -1.462], [-0.931, -0.417, 3.692], [0.056, 1.049, 3.923], [0.380, 1.736, 2.605], [1.501, 0.778, 1.606], [0.963, 0.765, 4.464], [-0.524, 1.723, 4.560], [0.868, 2.696, 2.797], [-0.523, 1.925, 2.016], [-2.960, 4.231, -2.961], [-2.647, 3.434, -2.509], [-3.621, 4.600, -2.355], [-3.482, 1.873, 4.644], [-4.497, 1.801, 3.756], [-5.833, 1.938, 4.099], [-6.150, 2.159, 5.435], [-5.126, 2.237, 6.374], [-3.821, 2.090, 5.934], [-4.199, 1.623, 2.726], [-6.607, 1.873, 3.342], [-7.186, 2.270, 5.742], [-5.340, 2.408, 7.423], [-2.987, 2.147, 6.628], [-5.267, 4.435, -5.646], [-4.796, 4.550, -7.090], [-4.419, 5.977, -7.488], [-5.572, 6.886, -7.463], [-6.484, 7.605, -7.434], [-6.184, 5.009, -5.474], [-5.478, 3.389, -5.403], [-4.499, 4.796, -4.955], [-5.578, 4.166, -7.756], [-3.918, 3.906, -7.223], [-4.001, 5.963, -8.501], [-3.631, 6.354, -6.826], [7.379, -5.861, 1.072], [7.218, -5.526, 2.371], [7.914, -6.121, 3.412], [8.827, -7.123, 3.105], [9.014, -7.492, 1.776], [8.274, -6.837, 0.805], [6.492, -4.741, 2.559], [7.746, -5.810, 4.437], [9.390, -7.613, 3.894], [9.718, -8.270, 1.504], [8.386, -7.086, -0.247], [4.053, 3.478, -1.357], [4.984, 4.214, -1.065], [4.048, 2.249, -1.224], [2.973, 3.850, -1.830]], "forces_ev_per_a": [[-1.588, 0.176, 0.035], [-0.820, 0.151, -0.653], [1.099, 2.961, 1.845], [0.529, 0.809, -0.612], [1.659, -3.726, 2.003], [-1.938, 0.369, -2.274], [2.651, -0.733, 2.135], [0.647, -0.373, -0.101], [-4.059, -0.552, -4.661], [-0.205, -2.083, -0.129], [3.672, 0.790, 3.680], [-0.565, 0.044, 0.069], [0.542, -0.194, -2.043], [-0.448, -2.302, 0.801], [-1.249, 1.886, -0.093], [-0.369, -2.970, 1.276], [-0.155, -2.562, -0.062], [-0.258, 0.387, -2.106], [-1.340, 1.872, -0.225], [0.396, 0.258, 0.204], [0.614, 4.313, 0.535], [-0.062, 0.981, 0.919], [0.925, 1.191, -1.204], [0.148, -0.086, 0.113], [0.206, 0.217, 0.020], [-0.331, 0.274, 0.251], [0.325, 0.320, 0.457], [-0.136, -0.018, -0.210], [-0.035, -0.053, -0.236], [0.002, -0.199, -0.016], [0.186, -0.193, -0.012], [-0.553, 0.166, 0.148], [0.294, 0.010, 0.046], [0.331, -0.171, -0.180], [-1.008, 0.223, 0.417], [0.901, -0.005, 0.342], [-0.088, 0.058, 0.389], [0.010, -0.008, -0.050], [-0.176, -0.024, -0.182], [0.310, -0.163, -0.923], [-0.012, -0.022, 0.060], [0.107, -0.009, 0.042], [0.099, -0.010, -0.027], [0.037, -0.012, -0.071], [-0.074, -0.006, -0.004], [-0.042, 0.016, 0.127], [-0.143, -0.426, 0.245], [0.176, -0.173, -0.254], [-0.890, 0.921, 0.099], [1.138, -0.959, -0.079], [0.069, -0.010, -0.071], [0.080, 0.176, 0.033], [-0.074, -0.161, -0.047], [0.146, 0.131, -0.041], [-0.099, 0.209, -0.057], [-0.120, 0.195, 0.112], [-0.220, 0.051, -0.030], [0.492, -0.426, 0.840], [0.160, -0.307, -0.954], [0.184, -0.217, -0.084], [-0.030, 0.034, -0.008], [-0.074, 0.117, 0.262], [-0.644, 0.682, 0.008], [0.048, -0.019, 0.110], [-0.015, 0.003, -0.100], [-0.058, 0.053, -0.076], [-0.065, 0.074, -0.007], [0.005, 0.000, 0.088], [-0.672, 0.767, -0.313], [2.340, 1.631, 0.774], [0.941, -5.599, 1.118], [-2.854, 2.256, -1.404]], "homo_energy_ha": 0.0103, "charge": -2, "e_tot_ha": -8648.09091, "fmax_ev_per_a": 6.2}